Entry 1:
Computed, not measured: 5 unconnected molecules or ions with the total composition C33H71NO14 at a distorted geometry, with wB97M-V/def2-TZVPD.

## Properties
SMILES   C=CC[C@@H]1C(=O)NC[C@@H]1CCO.COCCOCCOC.COCCOCCOC.COCCOCCOC.COCCOCCOC
DFT total energy   -65516.87927 eV
Gap between HOMO and LUMO   0.312 Ha
Charge   0

Last column: Löwdin charge in e.
Element x y z (Å)
C (1.86, -3.30, 1.11)  -0.0056
C (1.69, -3.45, -0.23)  -0.1398
C (0.84, -2.65, -1.18)  -0.1460
C (0.15, -1.39, -0.69)  -0.1634
C (0.82, -0.43, 0.31)  -0.4260
O (1.97, -0.26, 0.64)  0.0842
N (-0.25, 0.27, 0.88)  0.0617
C (-1.20, -0.80, 1.25)  -0.1413
C (-1.30, -1.48, -0.12)  -0.2435
C (-2.16, -2.74, -0.29)  -0.1048
C (-2.56, -3.50, 0.99)  -0.2205
O (-2.12, -4.87, 0.92)  -0.0783
H (2.84, -3.12, 1.54)  0.0427
H (1.03, -3.42, 1.80)  0.0634
H (2.28, -4.24, -0.71)  0.0987
H (1.51, -2.37, -1.99)  0.1227
H (0.13, -3.33, -1.66)  0.1047
H (0.08, -0.77, -1.59)  0.1435
H (0.03, 0.88, 1.65)  0.1312
H (-2.12, -0.40, 1.66)  0.1284
H (-0.69, -1.53, 1.89)  0.1100
H (-1.84, -0.73, -0.70)  0.1218
H (-3.09, -2.43, -0.77)  0.1119
H (-1.74, -3.48, -0.97)  0.1014
H (-3.64, -3.53, 1.11)  0.1051
H (-2.15, -3.08, 1.91)  0.1037
H (-1.22, -4.88, 1.23)  0.0671
C (0.74, 3.78, -4.04)  -0.1049
O (-0.46, 3.29, -4.61)  -0.1956
C (-0.44, 1.91, -4.91)  -0.1999
C (-1.72, 1.22, -4.51)  -0.1811
O (-1.92, 1.10, -3.11)  -0.1334
C (-2.22, 2.27, -2.36)  -0.1788
C (-3.56, 2.91, -2.66)  -0.1989
O (-3.56, 3.58, -3.90)  -0.1967
C (-4.76, 3.44, -4.63)  -0.1156
H (1.50, 3.94, -4.82)  0.0900
H (0.52, 4.72, -3.55)  0.0894
H (1.14, 3.09, -3.29)  0.0838
H (0.41, 1.41, -4.42)  0.1204
H (-0.32, 1.81, -6.00)  0.1280
H (-1.66, 0.19, -4.87)  0.1274
H (-2.59, 1.67, -4.99)  0.1156
H (-1.41, 3.00, -2.43)  0.1174
H (-2.24, 1.94, -1.32)  0.1200
H (-3.78, 3.65, -1.87)  0.1282
H (-4.34, 2.14, -2.63)  0.1249
H (-5.09, 2.40, -4.66)  0.0856
H (-4.57, 3.78, -5.65)  0.0889
H (-5.55, 4.06, -4.20)  0.0879
C (-9.78, -3.31, -0.28)  -0.1137
O (-9.28, -3.50, 1.02)  -0.1969
C (-8.09, -4.26, 1.08)  -0.1966
C (-7.09, -3.67, 2.05)  -0.1809
O (-6.50, -2.45, 1.64)  -0.1313
C (-7.30, -1.28, 1.63)  -0.1814
C (-7.75, -0.79, 2.99)  -0.2008
O (-8.77, -1.61, 3.54)  -0.1979
C (-8.66, -1.82, 4.93)  -0.1145
H (-10.33, -4.19, -0.63)  0.0877
H (-10.48, -2.47, -0.25)  0.0880
H (-8.98, -3.07, -0.99)  0.0865
H (-7.63, -4.35, 0.10)  0.1238
H (-8.36, -5.27, 1.44)  0.1283
H (-6.25, -4.38, 2.11)  0.1258
H (-7.50, -3.60, 3.06)  0.1159
H (-8.15, -1.38, 0.95)  0.1159
H (-6.65, -0.50, 1.21)  0.1265
H (-8.15, 0.22, 2.88)  0.1277
H (-6.88, -0.75, 3.67)  0.1246
H (-7.63, -2.10, 5.21)  0.0860
H (-9.32, -2.64, 5.19)  0.0890
H (-8.95, -0.92, 5.48)  0.0880
C (5.33, 7.32, -6.02)  -0.1141
O (5.53, 5.93, -5.86)  -0.1983
C (6.80, 5.48, -6.27)  -0.1990
C (7.40, 4.49, -5.29)  -0.1838
O (7.79, 5.03, -4.04)  -0.1207
C (6.79, 5.44, -3.13)  -0.1819
C (5.95, 4.32, -2.54)  -0.1989
O (5.03, 3.81, -3.49)  -0.2042
C (4.86, 2.41, -3.43)  -0.1147
H (5.09, 7.56, -7.06)  0.0873
H (4.48, 7.61, -5.39)  0.0876
H (6.20, 7.89, -5.70)  0.0869
H (7.50, 6.31, -6.40)  0.1232
H (6.68, 4.97, -7.24)  0.1268
H (8.32, 4.11, -5.74)  0.1281
H (6.74, 3.62, -5.16)  0.1151
H (6.16, 6.22, -3.56)  0.1156
H (7.33, 5.89, -2.30)  0.1280
H (5.37, 4.72, -1.70)  0.1278
H (6.61, 3.53, -2.18)  0.1260
H (5.82, 1.89, -3.39)  0.0866
H (4.33, 2.10, -4.34)  0.0861
H (4.25, 2.13, -2.56)  0.0878
C (3.75, -3.86, 8.38)  -0.1152
O (3.80, -2.72, 7.55)  -0.1966
C (4.87, -1.84, 7.84)  -0.1994
C (5.55, -1.34, 6.58)  -0.1841
O (6.30, -2.32, 5.87)  -0.1210
C (5.60, -3.34, 5.17)  -0.1810
C (4.79, -2.86, 3.98)  -0.2040
O (3.62, -2.18, 4.37)  -0.1986
C (3.30, -1.07, 3.57)  -0.1045
H (3.30, -3.61, 9.35)  0.0869
H (3.12, -4.60, 7.89)  0.0875
H (4.74, -4.29, 8.54)  0.0867
H (5.62, -2.32, 8.48)  0.1227
H (4.46, -0.97, 8.37)  0.1265
H (6.29, -0.60, 6.89)  0.1278
H (4.85, -0.83, 5.93)  0.1154
H (4.99, -3.93, 5.84)  0.1158
H (6.38, -3.99, 4.78)  0.1276
H (4.50, -3.74, 3.39)  0.1207
H (5.42, -2.22, 3.35)  0.1285
H (4.18, -0.43, 3.41)  0.0937
H (2.55, -0.48, 4.09)  0.0926
H (2.90, -1.38, 2.60)  0.0391

Entry 2:
Computed, not measured: 2 unconnected molecules or ions with the total composition C4H12 at a distorted geometry, with wB97M-V/def2-TZVPD.

## Properties
SMILES   CC.CC
DFT total energy   -4341.05662 eV
Gap between HOMO and LUMO   0.451 Ha
Charge   0

Last column: natural (NBO) charge in e.
Element x y z (Å)
C (1.20, 1.00, 0.70)  -0.6151
C (-0.08, 1.83, 1.01)  -0.6172
H (1.28, -0.04, 0.55)  0.2092
H (1.40, 1.57, -0.16)  0.2110
H (2.02, 1.42, 1.37)  0.1982
H (0.39, 2.76, 1.35)  0.2089
H (-0.79, 1.68, 1.77)  0.2034
H (-0.76, 1.89, 0.16)  0.2012
C (-1.28, -1.54, -0.54)  -0.6152
C (0.09, -1.43, -1.14)  -0.6037
H (-2.02, -1.26, -1.27)  0.2076
H (-1.49, -2.62, -0.53)  0.2011
H (-1.31, -1.14, 0.48)  0.2095
H (-0.02, -1.54, -2.17)  0.2041
H (0.83, -2.09, -0.60)  0.1946
H (0.56, -0.48, -0.98)  0.2026

Entry 3:
Computed, not measured: 11 unconnected molecules or ions with the total composition C10H40ClN20O14 at a distorted geometry, with wB97M-V/def2-TZVPD.

## Properties
DFT total energy   -82011.01976 eV
Gap between HOMO and LUMO   0.333 Ha
Charge   -1

Last column: Löwdin charge in e.
Element x y z (Å)
Cl (0.00, 0.15, 1.16)  0.6496
O (-0.80, -0.98, 1.49)  -0.3613
O (0.67, 0.63, 2.37)  -0.3646
O (0.99, -0.09, 0.12)  -0.3755
O (-0.97, 1.15, 0.78)  -0.3731
C (1.87, -1.95, -3.26)  -0.7520
O (2.71, -2.12, -2.42)  0.0144
N (0.80, -1.27, -2.96)  0.1998
N (1.75, -2.56, -4.42)  0.1741
H (-0.07, -1.50, -3.42)  0.1092
H (0.81, -0.79, -2.07)  0.0912
H (1.05, -2.07, -4.95)  0.1067
H (2.30, -3.26, -4.90)  0.1196
C (-2.68, -0.17, -2.27)  -0.6422
O (-2.08, 0.88, -2.73)  -0.0802
N (-3.26, -1.08, -3.08)  0.1727
N (-3.08, -0.30, -1.02)  0.1979
H (-3.32, -2.00, -2.67)  0.0637
H (-2.96, -0.95, -4.04)  0.1045
H (-2.79, 0.51, -0.48)  0.0757
H (-3.68, -0.98, -0.59)  0.0648
C (0.87, 3.55, -2.55)  -0.8323
O (0.56, 4.00, -3.64)  0.0181
N (0.18, 2.77, -1.82)  0.1994
N (1.92, 3.94, -1.95)  0.1668
H (-0.74, 2.45, -2.09)  0.0694
H (0.41, 2.73, -0.83)  0.1002
H (2.46, 4.53, -2.58)  0.1257
H (2.27, 3.35, -1.21)  0.0797
C (2.23, -3.90, 1.22)  -0.6822
O (1.87, -4.89, 1.92)  -0.0408
N (2.51, -2.76, 1.85)  0.1816
N (2.07, -3.86, -0.11)  0.1642
H (2.72, -2.05, 1.16)  0.0545
H (2.04, -2.46, 2.69)  0.1235
H (1.91, -4.66, -0.72)  0.1085
H (2.02, -2.96, -0.57)  0.0541
C (4.63, 3.15, 0.81)  -0.6784
O (4.48, 3.91, 1.81)  -0.0028
N (5.72, 3.16, 0.04)  0.1451
N (3.81, 2.24, 0.31)  0.1371
H (6.31, 3.98, 0.07)  0.1138
H (5.91, 2.35, -0.54)  0.1070
H (2.87, 2.03, 0.61)  0.1077
H (3.91, 2.03, -0.67)  0.0966
C (-0.06, 1.63, 6.09)  -0.8202
O (-0.08, 0.47, 6.30)  0.0794
N (0.36, 2.18, 4.97)  0.1630
N (-0.48, 2.59, 6.85)  0.1386
H (0.58, 3.16, 4.88)  0.1119
H (0.79, 1.53, 4.33)  0.0794
H (-0.88, 2.44, 7.77)  0.1081
H (-0.74, 3.51, 6.50)  0.1041
C (-4.87, -0.14, 1.81)  -0.7971
O (-5.09, -0.70, 0.77)  0.0100
N (-3.66, -0.11, 2.30)  0.2017
N (-5.83, 0.34, 2.50)  0.1821
H (-3.43, 0.38, 3.15)  0.1242
H (-3.07, -0.89, 2.03)  0.0920
H (-6.79, 0.29, 2.18)  0.1224
H (-5.67, 0.98, 3.27)  0.1162
C (-2.59, -3.99, -1.44)  -0.7686
O (-3.22, -4.26, -2.45)  0.0096
N (-3.09, -3.47, -0.39)  0.1795
N (-1.23, -4.09, -1.35)  0.1714
H (-4.03, -3.75, -0.14)  0.1354
H (-2.51, -3.10, 0.35)  0.1127
H (-0.60, -4.40, -2.07)  0.1017
H (-0.77, -3.84, -0.49)  0.0883
C (-4.19, 2.98, -0.70)  -0.8043
O (-4.48, 3.45, 0.34)  0.0434
N (-2.97, 3.07, -1.19)  0.1669
N (-5.05, 2.52, -1.61)  0.1680
H (-2.85, 2.51, -2.02)  0.0540
H (-2.23, 3.28, -0.54)  0.1075
H (-6.04, 2.69, -1.47)  0.1117
H (-4.64, 2.15, -2.45)  0.0997
C (5.24, -1.49, 0.17)  -0.7760
O (6.13, -1.09, 0.91)  0.0303
N (5.22, -2.65, -0.37)  0.1619
N (4.17, -0.84, -0.30)  0.1602
H (4.70, -2.96, -1.18)  0.0953
H (6.12, -3.08, -0.21)  0.1182
H (3.44, -1.30, -0.83)  0.0434
H (4.17, 0.15, -0.11)  0.0626

Entry 4:
Computed, not measured: 5 unconnected molecules or ions with the total composition C14H22Cl6F6O4 at a distorted geometry, with wB97M-V/def2-TZVPD.

## Properties
SMILES   CCOC(=O)C(F)(F)F.CCOC(=O)C(F)(F)F.ClCCCl.ClCCCl.ClCCCl
DFT total energy   -114504.22648 eV
Gap between HOMO and LUMO   0.410 Ha
Charge   0

Last column: natural (NBO) charge in e.
Element x y z (Å)
C (2.26, -1.16, -4.55)  -0.6255
C (2.91, -2.15, -3.52)  -0.0761
O (4.03, -2.72, -4.16)  -0.4914
C (3.97, -3.98, -4.71)  0.6884
O (2.96, -4.65, -4.88)  -0.5444
C (5.32, -4.51, -5.19)  0.9023
F (6.32, -3.78, -4.69)  -0.2987
F (5.37, -5.75, -4.61)  -0.3140
F (5.36, -4.61, -6.50)  -0.2862
H (2.97, -0.35, -4.70)  0.2158
H (1.34, -0.75, -4.13)  0.2184
H (2.03, -1.72, -5.46)  0.2191
H (2.23, -2.97, -3.30)  0.1910
H (3.18, -1.78, -2.53)  0.1994
C (2.05, -0.18, 3.32)  -0.6480
C (0.93, -0.69, 4.32)  -0.0697
O (-0.38, -0.45, 3.89)  -0.4924
C (-1.09, -1.34, 3.13)  0.6859
O (-0.56, -2.35, 2.71)  -0.5436
C (-2.63, -1.14, 2.96)  0.9171
F (-3.08, -0.07, 3.66)  -0.3061
F (-2.84, -0.93, 1.66)  -0.3072
F (-3.28, -2.26, 3.33)  -0.2910
H (1.83, 0.65, 2.64)  0.2352
H (2.10, -0.98, 2.59)  0.2153
H (2.98, -0.11, 3.88)  0.2178
H (1.12, -0.22, 5.29)  0.1914
H (1.13, -1.75, 4.52)  0.1961
Cl (-3.67, 5.04, 0.66)  -0.0481
C (-3.51, 3.63, -0.40)  -0.3891
C (-4.40, 2.46, 0.08)  -0.4100
Cl (-3.90, 1.80, 1.61)  -0.0430
H (-2.48, 3.27, -0.46)  0.2212
H (-3.86, 3.95, -1.38)  0.2268
H (-4.44, 1.58, -0.57)  0.2271
H (-5.39, 2.91, 0.16)  0.2222
Cl (0.94, 0.27, -0.89)  -0.0715
C (-0.80, 0.11, -0.54)  -0.3890
C (-1.41, -0.20, -1.91)  -0.4181
Cl (-1.35, 1.18, -2.96)  -0.0408
H (-1.11, 1.02, -0.03)  0.2377
H (-0.95, -0.79, 0.06)  0.2303
H (-2.45, -0.51, -1.96)  0.2243
H (-0.93, -1.08, -2.36)  0.2248
Cl (-2.54, 4.33, 4.61)  -0.0431
C (-1.56, 3.13, 3.77)  -0.3964
C (-0.69, 3.85, 2.72)  -0.4148
Cl (0.26, 2.74, 1.80)  -0.0442
H (-2.27, 2.45, 3.30)  0.2271
H (-0.87, 2.54, 4.37)  0.2197
H (0.03, 4.44, 3.29)  0.2134
H (-1.18, 4.57, 2.06)  0.2346

Entry 5:
Computed, not measured: C3H7NO in the gas phase at a distorted geometry, with wB97M-V/def2-TZVPD.

## Properties
SMILES   [H]/N=C(\C)OC
DFT total energy   -6761.08178 eV
Gap between HOMO and LUMO   0.385 Ha
Charge   0

Last column: natural (NBO) charge in e.
Element x y z (Å)
H (1.71, -0.41, -1.26)  0.3508
N (0.81, 0.02, -1.27)  -0.7624
C (0.45, -0.14, -0.06)  0.6000
C (1.28, 0.04, 1.19)  -0.6934
O (-0.82, -0.40, 0.26)  -0.5085
C (-1.78, 0.04, -0.69)  -0.2665
H (1.12, -0.76, 1.92)  0.2328
H (2.34, 0.16, 0.96)  0.2221
H (0.93, 0.98, 1.63)  0.2392
H (-1.85, 1.11, -0.53)  0.1788
H (-1.52, -0.15, -1.74)  0.2150
H (-2.69, -0.48, -0.40)  0.1922

Entry 6:
Computed, not measured: C2H4BrOP in the gas phase at a distorted geometry, with wB97M-V/def2-TZVPD.

## Properties
DFT total energy   -83517.01829 eV
Gap between HOMO and LUMO   0.344 Ha
Charge   0

Last column: natural (NBO) charge in e.
Element x y z (Å)
C (1.11, -0.34, 0.28)  -0.6553
C (-0.25, 0.00, -0.22)  -0.5737
O (-1.94, 1.91, -0.59)  -1.0125
P (-1.45, 1.19, 0.55)  1.3354
Br (-1.64, -1.45, -0.03)  -0.0080
H (1.96, 0.28, 0.04)  0.2404
H (1.39, -1.31, -0.07)  0.2279
H (1.04, -0.36, 1.33)  0.2110
H (-0.22, 0.07, -1.29)  0.2348

Entry 7:
Computed, not measured: a molecular structure, C3H4FeLiO2 at a distorted geometry, with wB97M-V/def2-TZVPD.

## Properties
2S+1   7
DFT total energy   -41822.66032 eV
Gap between HOMO and LUMO (spin up / spin down)   0.309 / 0.160 Ha
Charge   +3

Last column: natural (NBO) charge in e.
Element x y z (Å)
O (-1.07, 0.51, -0.40)  -0.5932
Li (0.60, -0.61, -0.16)  0.9080
C (-1.05, 1.52, -1.16)  0.5437
C (0.02, 2.48, -0.91)  -0.7255
H (-1.88, 1.73, -1.85)  0.2967
H (-0.42, 3.44, -0.58)  0.3922
H (0.53, 2.69, -1.86)  0.3824
Fe (-2.91, -0.52, -0.07)  1.4627
C (2.38, -1.88, 0.64)  0.3656
O (3.19, -2.53, 1.05)  -0.2923
H (0.51, 1.99, 0.02)  0.2596

Entry 8:
Computed, not measured: C7H14 in the gas phase, with wB97M-V/def2-TZVPD.

## Properties
SMILES   CC[C@@]1(C)C[C@H]1C
DFT total energy   -7484.92400 eV
Gap between HOMO and LUMO   0.384 Ha
Charge   0

Last column: natural (NBO) charge in e.
Element x y z (Å)
C (2.45, -0.60, 0.20)  -0.6039
C (1.00, -0.88, -0.19)  -0.3880
C (0.03, 0.32, -0.12)  -0.0586
C (0.56, 1.69, 0.33)  -0.6079
C (-0.92, 0.27, -1.29)  -0.4104
C (-1.48, 0.25, 0.09)  -0.2076
C (-2.33, -0.87, 0.65)  -0.6095
H (3.08, -1.46, -0.08)  0.2117
H (2.83, 0.26, -0.35)  0.2012
H (2.57, -0.42, 1.27)  0.2029
H (1.04, -1.18, -1.25)  0.1964
H (0.62, -1.77, 0.33)  0.2032
H (1.64, 1.74, 0.43)  0.2135
H (0.14, 1.98, 1.31)  0.2079
H (0.26, 2.47, -0.38)  0.2079
H (-1.01, 1.12, -1.95)  0.2072
H (-0.92, -0.70, -1.79)  0.2019
H (-1.87, 1.23, 0.39)  0.2043
H (-2.63, -0.64, 1.68)  0.2110
H (-1.80, -1.83, 0.66)  0.2066
H (-3.24, -0.99, 0.06)  0.2104